(1)
C16H13F3N2O5S | the ωB97M-V functional and the def2-TZVPD basis

The geometry in XYZ format:
```
40
Properties=species:S:1:pos:R:3:mulliken_charge:R:1
C 0.107 -0.369 2.051 -1.656
C 0.127 1.087 1.718 0.317
C -0.914 1.910 2.139 -1.084
C -0.937 3.264 1.843 0.963
C 0.098 3.834 1.088 0.500
C 1.144 3.026 0.676 -1.053
C 1.154 1.678 0.993 0.429
S 2.582 0.776 0.377 1.187
O 3.524 1.727 -0.122 -0.714
O 3.026 -0.216 1.306 -0.667
N 1.983 0.009 -0.999 -0.269
C 1.278 -1.183 -1.074 0.555
C 0.227 -1.324 -1.977 -0.951
C -0.464 -2.520 -2.089 -0.739
C -0.105 -3.582 -1.279 0.521
O -0.736 -4.843 -1.294 -0.394
C -1.755 -5.069 -2.091 0.910
F -2.815 -4.263 -1.879 -0.251
F -2.182 -6.313 -1.905 -0.279
F -1.477 -4.950 -3.403 -0.248
C 0.944 -3.460 -0.376 -0.450
C 1.637 -2.272 -0.278 -0.226
O 0.121 5.163 0.804 -0.498
C -1.125 5.832 0.842 -0.335
C -2.080 5.398 1.947 0.397
O -2.923 6.124 2.413 -0.617
N -1.946 4.097 2.317 -0.128
H -0.462 -0.541 2.961 0.531
H -0.364 -0.934 1.246 0.214
H 1.118 -0.742 2.180 0.373
H -1.718 1.490 2.725 0.371
H 1.972 3.446 0.130 0.597
H 1.774 0.684 -1.718 0.272
H -0.050 -0.495 -2.611 0.307
H -1.268 -2.592 -2.803 0.384
H 1.207 -4.309 0.231 0.471
H 2.456 -2.169 0.413 0.533
H -1.655 5.693 -0.115 0.231
H -0.902 6.895 0.957 0.300
H -2.602 3.731 2.996 0.198
```

Max |F| in eV/Å: 1.780
SMILES string: Cc1cc2c(cc1S(=O)(=O)Nc1ccc(OC(F)(F)F)cc1)OCC(=O)N2
Molecular weight in g/mol: 402.35
2S+1: 1
Net charge: 0
E_HOMO in eV: -8.7



(2)
C4H8O2 | the ωB97M-V functional and the def2-TZVPD basis

The geometry in XYZ format:
```
14
Properties=species:S:1:pos:R:3:mulliken_charge:R:1
C -1.065 -0.629 0.347 -0.204
C -0.816 0.502 -0.692 0.484
O 0.332 0.800 -0.860 -0.482
O -1.919 1.011 -1.251 -0.475
H 0.082 -0.786 0.650 -0.322
H -1.579 -0.062 1.173 0.286
H -1.646 -1.500 -0.159 0.307
H -1.890 2.000 -1.596 0.366
C 2.152 -1.087 0.721 -0.596
C 1.450 -0.560 1.634 -0.511
H 2.952 -0.626 0.198 0.230
H 1.968 -2.062 0.444 0.298
H 1.926 0.271 2.053 0.299
H 0.552 -1.078 2.061 0.319
```

Max |F| in eV/Å: 4.426
SMILES string: CC(=O)O.C=C
Molecular weight in g/mol: 88.11
2S+1: 1
Relative energy (zero: lowest compared OMol25 entry of this formula, charge and spin) in eV: 3.402
Net charge: 0
E_HOMO in eV: -9.7



(3)
C37H71BrO15S | the ωB97M-V functional and the def2-TZVPD basis

The geometry in XYZ format:
```
125
Properties=species:S:1:pos:R:3:mulliken_charge:R:1
C 4.962 -4.397 2.409 -1.306
C 3.804 -3.675 1.442 1.025
C 3.638 -4.602 0.101 -0.635
C 3.867 -3.821 -1.322 1.319
C 5.283 -2.985 -1.380 -0.558
C 5.146 -1.425 -1.862 -0.967
C 4.169 -0.490 -0.935 0.572
C 4.537 1.111 -1.194 -0.421
O 3.684 1.719 -2.253 -0.513
O 2.675 -3.155 -1.946 -0.219
S 2.654 -3.272 -3.670 0.936
O 2.839 -1.975 -4.507 -0.539
O 1.415 -3.915 -4.356 -0.452
O 3.833 -4.506 -3.744 -0.473
C 4.111 -5.074 -2.385 -0.197
C 3.334 -6.496 -2.138 -0.701
C 1.698 -6.411 -2.150 -0.399
C 0.965 -7.194 -0.890 -0.605
Br 1.651 -9.046 -0.558 -0.194
O 2.572 -3.653 2.269 -0.343
C 2.316 -2.316 2.829 -0.513
C 1.021 -1.708 1.962 0.486
C 1.127 -0.329 1.069 -0.065
C -0.204 0.129 0.226 -0.306
C -1.569 -0.800 0.307 -0.498
C -1.684 -2.175 1.209 -0.432
C -0.361 -2.645 2.060 -0.387
H 6.027 -4.400 1.921 0.254
H 4.904 -3.851 3.449 0.349
H 4.556 -5.506 2.583 0.317
H 4.234 -2.616 1.190 -0.420
H 4.485 -5.441 0.172 0.382
H 2.569 -5.097 0.159 -0.477
H 6.079 -3.487 -2.115 0.242
H 5.839 -2.956 -0.323 0.252
H 6.239 -0.954 -1.768 0.488
H 4.900 -1.370 -3.026 0.127
H 3.069 -0.627 -1.364 -0.016
H 4.252 -0.667 0.218 -0.140
H 5.678 1.210 -1.443 0.299
H 4.280 1.669 -0.173 0.230
H 2.723 1.604 -1.984 0.316
H 5.234 -5.448 -2.544 0.320
H 3.633 -7.199 -3.056 0.392
H 3.746 -7.077 -1.180 0.328
H 1.310 -6.968 -3.132 0.315
H 1.252 -5.330 -2.170 0.178
H -0.176 -7.318 -1.220 0.407
H 0.931 -6.534 0.087 0.272
H 3.238 -1.597 2.840 0.335
H 1.987 -2.471 3.966 0.280
H 2.161 0.252 1.050 0.220
H -0.142 1.112 -0.423 0.193
H -2.526 -0.485 -0.303 0.300
H -2.642 -2.863 1.270 0.289
H -0.356 -3.623 2.733 0.291
C -3.489 5.329 1.748 -0.877
O -2.201 5.755 2.164 -0.250
C -1.533 4.813 3.000 0.180
C -0.064 4.648 2.593 -0.524
O 0.152 4.005 1.331 -0.317
C -0.253 4.725 0.160 -0.299
C 0.541 6.006 -0.129 -0.597
O 0.232 7.029 0.815 -0.248
C 1.372 7.732 1.280 -0.855
H -4.223 5.547 2.526 0.253
H -3.751 5.884 0.845 0.259
H -3.502 4.263 1.498 0.400
H -2.027 3.833 2.979 0.452
H -1.579 5.201 4.024 -0.185
H 0.411 3.998 3.336 0.397
H 0.477 5.592 2.641 0.116
H -1.326 4.912 0.175 0.064
H -0.084 4.037 -0.676 0.425
H 0.261 6.385 -1.117 0.404
H 1.615 5.775 -0.137 0.353
H 2.205 7.057 1.491 0.403
H 1.103 8.237 2.212 0.231
H 1.679 8.475 0.534 0.302
C -2.763 -4.712 -11.146 -0.829
O -2.686 -4.210 -9.820 -0.271
C -3.848 -4.485 -9.041 -0.540
C -3.475 -4.967 -7.633 -0.188
O -2.865 -6.261 -7.572 -0.472
C -1.551 -6.386 -8.131 -0.353
C -0.450 -5.611 -7.395 -0.381
O -0.587 -4.206 -7.594 -0.331
C -0.394 -3.446 -6.412 -0.768
H -3.313 -4.011 -11.778 0.302
H -1.745 -4.811 -11.527 0.236
H -3.228 -5.703 -11.178 0.387
H -4.489 -5.235 -9.522 0.342
H -4.411 -3.548 -8.961 0.377
H -4.405 -5.055 -7.060 0.430
H -2.871 -4.232 -7.102 -0.007
H -1.563 -6.155 -9.196 0.089
H -1.307 -7.452 -8.062 0.416
H 0.524 -5.900 -7.803 0.412
H -0.472 -5.872 -6.329 0.235
H -0.886 -3.906 -5.552 0.321
H -0.837 -2.459 -6.567 0.302
H 0.679 -3.341 -6.212 0.355
C -3.370 7.942 5.397 -0.752
O -4.103 7.036 6.209 -0.330
C -3.513 5.740 6.288 -0.281
C -3.522 5.210 7.727 -0.472
O -2.653 5.896 8.636 -0.486
C -2.999 7.248 8.967 -0.237
C -4.297 7.414 9.766 -0.538
O -5.439 7.139 8.959 -0.273
C -6.422 6.356 9.616 -0.835
H -3.630 7.795 4.347 0.223
H -3.645 8.956 5.694 0.274
H -2.291 7.835 5.544 0.386
H -2.484 5.741 5.908 0.129
H -4.113 5.074 5.658 0.425
H -3.156 4.177 7.698 0.437
H -4.532 5.152 8.130 0.103
H -2.990 7.876 8.076 0.047
H -2.176 7.611 9.593 0.422
H -4.381 8.454 10.099 0.393
H -4.264 6.767 10.653 0.343
H -5.972 5.539 10.186 0.395
H -7.073 5.918 8.855 0.234
H -7.014 6.992 10.286 0.304
```

Max |F| in eV/Å: 6.092
SMILES string: C[C@@H](C[C@]1(CCCCO)OS(=O)(=O)O[C@@H]1CCCBr)OCc1ccccc1.COCCOCCOC.COCCOCCOC.COCCOCCOC
Molecular weight in g/mol: 867.93
2S+1: 1
Net charge: 0
E_HOMO in eV: -8.6



(4)
C14H24F8NO2 | the ωB97M-V functional and the def2-TZVPD basis

The geometry in XYZ format:
```
49
Properties=species:S:1:pos:R:3:mulliken_charge:R:1
C -1.260 -2.611 1.163 -1.811
C -0.183 -1.963 0.278 1.781
C 0.102 -2.816 -0.936 -1.993
C 1.089 -1.633 1.070 -0.591
C 1.336 -0.131 1.100 -0.748
C 2.188 0.348 2.241 0.220
C 1.494 0.098 3.557 -1.231
N 2.427 0.145 4.733 0.026
C 3.747 -0.548 4.517 -0.659
C 3.843 -1.115 3.131 -0.427
O 3.502 -0.190 2.149 -0.418
H -0.786 -3.218 1.914 0.389
H -1.855 -1.852 1.630 0.396
H -1.883 -3.234 0.558 0.467
H -0.610 -1.052 -0.082 -0.687
H 0.718 -2.265 -1.629 0.413
H 0.561 -3.754 -0.677 0.467
H -0.822 -3.022 -1.445 0.479
H 0.999 -2.057 2.055 0.441
H 1.897 -2.152 0.586 0.194
H 0.388 0.368 1.189 0.421
H 1.814 0.148 0.184 0.294
H 2.293 1.415 2.134 0.456
H 0.784 0.887 3.693 0.463
H 0.934 -0.812 3.592 0.471
H 1.950 -0.287 5.517 0.377
H 2.569 1.112 5.010 0.412
H 4.551 0.135 4.705 0.338
H 3.827 -1.349 5.221 0.386
H 3.286 -2.034 3.029 0.258
H 4.873 -1.364 2.977 0.446
C -0.982 2.188 -3.654 -0.828
C -1.410 1.444 -2.386 0.900
C -2.177 0.140 -2.589 0.067
F -3.324 0.358 -3.261 -0.224
F -2.484 -0.376 -1.367 -0.268
F -2.113 2.268 -1.583 -0.288
F -0.259 1.100 -1.720 -0.290
O -1.840 3.211 -4.075 -0.414
C -2.940 2.882 -4.819 0.761
C -4.225 3.189 -4.051 0.179
F -4.230 2.513 -2.880 -0.204
F -5.277 2.780 -4.790 -0.256
F -2.900 1.591 -5.204 -0.276
F -2.933 3.654 -5.923 -0.296
H -0.050 2.690 -3.405 0.444
H -0.759 1.495 -4.466 0.352
H -1.568 -0.586 -3.136 0.336
H -4.303 4.260 -3.855 0.274
```

Max |F| in eV/Å: 1.028
Molecular weight in g/mol: 390.33
2S+1: 1
Net charge: +1
E_HOMO in eV: -13.4



(5)
C9H8ClN2O2 | the ωB97M-V functional and the def2-TZVPD basis

The geometry in XYZ format:
```
22
Properties=species:S:1:pos:R:3:mulliken_charge:R:1
C -3.226 0.636 -0.351 0.449
C 0.945 -1.083 1.282 -0.678
C 0.828 -0.293 -1.030 -0.419
C 2.276 -0.683 1.309 -0.466
C 2.141 0.058 -1.016 -0.399
C 0.312 -0.850 0.083 0.575
C 2.858 -0.110 0.162 0.166
C -4.103 1.764 -0.551 -0.900
C -1.893 -1.374 0.102 -0.196
N -2.590 -0.331 -0.298 0.138
N 4.134 0.496 0.198 0.907
O 4.480 1.030 1.214 -0.544
O 4.788 0.430 -0.803 -0.543
Cl -2.346 -1.992 1.697 -0.095
H 0.525 -1.697 2.047 0.402
H 0.197 0.108 -1.866 0.324
H 2.853 -0.480 2.290 0.334
H 2.632 0.350 -1.879 0.529
H -4.166 2.066 -1.626 0.327
H -5.124 1.332 -0.354 0.307
H -3.742 2.723 0.053 0.326
H -1.779 -2.099 -0.664 0.456
```

Max |F| in eV/Å: 5.285
Molecular weight in g/mol: 211.63
2S+1: 1
Relative energy (zero: lowest compared OMol25 entry of this formula, charge and spin) in eV: 2.215
Net charge: +1
E_HOMO in eV: -13.4



(6)
C3H4N4 | the ωB97M-V functional and the def2-TZVPD basis

The geometry in XYZ format:
```
11
Properties=species:S:1:pos:R:3:mulliken_charge:R:1
N -0.397 1.033 -1.552 -0.571
C -0.351 0.304 -0.349 0.900
C -0.742 0.774 0.932 -0.271
N 0.519 0.657 0.896 -0.592
C 0.966 -1.756 1.202 -0.116
N 0.328 -1.699 0.172 0.398
N -0.436 -1.133 -0.615 -0.789
H -0.359 2.031 -1.396 0.241
H 0.334 0.743 -2.194 0.248
H -1.514 0.961 1.670 0.313
H 2.017 -1.943 1.305 0.239
```

Max |F| in eV/Å: 1.108
Molecular weight in g/mol: 96.09
2S+1: 1
Relative energy (zero: lowest compared OMol25 entry of this formula, charge and spin) in eV: 5.911
Net charge: 0
E_HOMO in eV: -8.7



What is the formula in the fifth record? C9H8ClN2O2